{
  "formula": "C25H26N2O5",
  "method": "the ωB97M-V functional and the def2-TZVPD basis",
  "symbols": ["C", "O", "C", "C", "C", "N", "C", "C", "O", "N", "C", "C", "C", "C", "C", "C", "C", "O", "C", "C", "C", "C", "C", "C", "C", "C", "C", "O", "C", "C", "O", "C", "H", "H", "H", "H", "H", "H", "H", "H", "H", "H", "H", "H", "H", "H", "H", "H", "H", "H", "H", "H", "H", "H", "H", "H", "H", "H"],
  "xyz": [[-1.114, -3.248, 2.615], [-1.843, -2.705, 1.544], [-1.176, -2.024, 0.577], [0.202, -1.855, 0.537], [0.790, -1.158, -0.515], [2.185, -0.991, -0.545], [2.763, -0.175, 0.528], [2.050, 1.177, 0.347], [2.407, 1.992, -0.474], [0.883, 1.245, 1.054], [-0.301, 1.891, 0.675], [-0.353, 2.853, -0.328], [-1.580, 3.365, -0.715], [-2.754, 2.928, -0.129], [-2.704, 1.986, 0.894], [-3.916, 1.465, 1.593], [-5.047, 1.058, 0.697], [-3.935, 1.325, 2.794], [-1.475, 1.489, 1.300], [4.260, -0.070, 0.407], [4.992, -1.007, -0.309], [6.369, -0.896, -0.398], [7.025, 0.151, 0.227], [6.299, 1.083, 0.948], [4.924, 0.973, 1.041], [-0.001, -0.632, -1.530], [-1.382, -0.764, -1.484], [-2.237, -0.237, -2.404], [-1.714, 0.622, -3.388], [-1.977, -1.459, -0.425], [-3.351, -1.562, -0.328], [-3.930, -2.495, -1.221], [-0.596, -2.472, 3.188], [-0.388, -3.994, 2.273], [-1.851, -3.730, 3.255], [0.836, -2.278, 1.298], [2.481, -0.603, -1.437], [2.506, -0.630, 1.492], [0.730, 0.523, 1.746], [0.557, 3.181, -0.803], [-1.616, 4.113, -1.494], [-3.698, 3.343, -0.446], [-4.712, 0.174, 0.153], [-5.926, 0.810, 1.286], [-5.284, 1.832, -0.028], [-1.450, 0.755, 2.094], [4.479, -1.826, -0.789], [6.930, -1.629, -0.959], [8.098, 0.239, 0.153], [6.805, 1.901, 1.439], [4.359, 1.704, 1.601], [0.476, -0.090, -2.332], [-1.049, 0.091, -4.075], [-1.181, 1.465, -2.936], [-2.577, 0.994, -3.939], [-4.999, -2.482, -1.018], [-3.538, -3.502, -1.044], [-3.749, -2.212, -2.262]],
  "forces_ev_per_a": [[0.2, -0.1, 0.2], [-0.1, 0.2, -0.4], [-0.3, 0.2, -0.1], [0.1, -0.1, 0.1], [-0.6, -0.2, -0.2], [0.4, -0.3, -0.2], [-0.1, 0.2, -0.1], [0.0, -0.1, 0.4], [0.0, 0.1, -0.2], [0.0, 0.0, 0.5], [-0.2, 0.2, -0.1], [0.2, 0.1, -0.1], [-0.1, 0.0, 0.0], [-0.1, -0.1, 0.0], [0.5, 0.1, 0.1], [-0.3, 0.0, -0.2], [-0.2, -0.1, 0.2], [0.1, -0.1, 0.0], [0.0, 0.1, -0.1], [-0.1, 0.0, 0.0], [-0.1, 0.0, 0.0], [0.1, 0.0, 0.0], [0.1, 0.0, 0.0], [0.0, 0.1, 0.1], [0.0, -0.1, 0.0], [0.3, 0.1, -0.1], [-0.4, -0.2, 0.2], [0.0, -0.3, 0.5], [0.1, 0.2, -0.2], [-0.3, -0.1, -0.1], [0.6, 0.3, 0.1], [-0.1, -0.2, -0.2], [0.0, 0.0, 0.0], [0.0, 0.0, 0.0], [0.1, 0.0, 0.0], [0.1, -0.1, 0.1], [0.0, 0.0, 0.1], [0.0, 0.1, -0.1], [0.1, 0.0, -0.2], [0.0, 0.0, 0.0], [0.0, 0.1, 0.0], [-0.1, 0.0, 0.0], [0.0, 0.0, -0.1], [0.0, 0.0, 0.0], [0.0, 0.1, -0.1], [0.0, -0.1, 0.1], [0.0, -0.1, 0.0], [0.0, -0.1, 0.0], [0.1, 0.0, 0.0], [0.0, 0.1, 0.0], [0.0, 0.1, 0.0], [0.0, 0.1, -0.1], [0.0, 0.0, 0.0], [0.0, 0.0, 0.0], [0.1, 0.0, 0.0], [0.0, 0.0, 0.0], [0.0, 0.0, 0.0], [0.0, 0.0, 0.1]],
  "nbo_charge": [-0.2491, -0.4801, 0.3136, -0.4180, 0.2899, -0.6258, -0.1618, 0.6724, -0.6059, -0.6270, 0.2355, -0.2604, -0.2026, -0.2065, -0.1273, 0.5879, -0.7271, -0.5347, -0.2311, 0.0415, -0.2266, -0.2072, -0.2112, -0.2057, -0.2061, -0.4196, 0.3732, -0.5054, -0.2535, 0.1386, -0.5195, -0.2418, 0.1721, 0.1766, 0.2054, 0.2239, 0.3804, 0.2052, 0.4031, 0.2541, 0.2157, 0.2127, 0.2681, 0.2304, 0.2201, 0.2228, 0.2252, 0.2128, 0.2133, 0.2142, 0.2119, 0.2249, 0.1747, 0.1881, 0.2006, 0.1905, 0.1737, 0.1809],
  "e_above_lowest_kcal_mol": 54.2,
  "total_charge": 0,
  "orbital_gap_ev": 8.59,
  "lumo_ev": 0.6,
  "smiles": "COc1cc(N[C@H](C(=O)Nc2cccc(C(C)=O)c2)c2ccccc2)cc(OC)c1OC",
  "e_tot_ha": -1453.95344,
  "spin_multiplicity": 1
}



{
  "formula": "C2H8N2",
  "method": "the ωB97M-V functional and the def2-TZVPD basis",
  "symbols": ["C", "C", "N", "H", "H", "H", "H", "H", "N", "H", "H", "H"],
  "xyz": [[0.061, 1.839, 0.058], [-0.205, 1.074, -1.037], [-1.120, -0.035, -1.004], [-0.204, 1.500, 1.056], [0.410, 2.803, -0.004], [0.606, 0.943, -1.931], [-0.990, -0.435, -0.086], [-1.614, -0.465, -1.782], [0.718, -1.505, 1.118], [0.578, -2.062, 0.320], [1.644, -1.808, 1.437], [0.115, -1.848, 1.857]],
  "forces_ev_per_a": [[-1.3, -2.7, -0.9], [1.5, -1.4, -1.4], [1.4, 1.2, 1.0], [-0.8, 0.2, -0.2], [1.8, 1.7, -0.3], [-2.5, 1.6, 1.5], [-0.9, -0.8, -0.3], [0.9, 0.3, 0.6], [1.0, 0.3, 1.5], [-0.6, -0.8, -1.3], [-0.1, 0.5, -0.1], [-0.3, -0.1, -0.1]],
  "nbo_charge": [-0.4980, 0.0135, -0.9074, 0.1935, 0.2016, 0.1952, 0.3945, 0.4027, -1.0658, 0.3561, 0.3591, 0.3549],
  "e_above_lowest_kcal_mol": 43.1,
  "total_charge": 0,
  "orbital_gap_ev": 8.88,
  "lumo_ev": 1.1,
  "smiles": "C=CN.N",
  "e_tot_ha": -190.43024,
  "spin_multiplicity": 1
}



{
  "formula": "C37H43N2P2Si2W",
  "method": "the ωB97M-V functional and the def2-TZVPD basis",
  "symbols": ["W", "C", "Si", "C", "C", "N", "P", "C", "P", "N", "Si", "C", "C", "C", "C", "C", "C", "C", "C", "C", "C", "C", "C", "C", "C", "C", "C", "C", "C", "C", "C", "C", "C", "C", "C", "C", "C", "C", "H", "H", "H", "H", "H", "H", "H", "H", "H", "H", "H", "H", "H", "H", "H", "H", "H", "H", "H", "H", "H", "H", "H", "H", "H", "H", "H", "H", "H", "H", "H", "H", "H", "H", "H", "H", "H", "H", "C", "C", "C", "C", "C", "C", "H", "H", "H", "H", "H"],
  "xyz": [[-0.679, 0.198, -0.882], [-3.798, 2.029, 0.130], [-2.675, 1.752, 1.578], [-3.457, 0.946, 3.019], [-1.719, 3.286, 1.950], [-1.372, 0.611, 0.849], [-0.770, -0.853, 1.507], [0.293, -1.329, 0.123], [1.806, -0.468, -0.377], [1.067, 0.921, -1.069], [1.880, 2.302, -2.083], [3.692, 2.076, -2.007], [1.196, 2.157, -3.790], [1.167, 3.780, -1.237], [2.395, -1.493, -1.728], [3.229, -2.593, -1.506], [3.584, -3.413, -2.567], [3.100, -3.159, -3.843], [2.227, -2.101, -4.057], [1.871, -1.273, -3.004], [3.048, 0.123, 0.738], [4.248, -0.555, 0.975], [5.179, 0.006, 1.833], [4.929, 1.229, 2.442], [3.749, 1.918, 2.182], [2.805, 1.365, 1.337], [-2.072, -2.077, 1.383], [-3.199, -1.801, 0.608], [-4.164, -2.778, 0.413], [-4.005, -4.033, 0.984], [-2.864, -4.324, 1.725], [-1.893, -3.356, 1.920], [-0.289, -0.531, 3.182], [0.361, 0.677, 3.456], [0.684, 1.000, 4.761], [0.365, 0.119, 5.789], [-0.298, -1.071, 5.518], [-0.636, -1.406, 4.218], [-4.370, 2.950, 0.270], [-4.521, 1.224, -0.018], [-3.227, 2.155, -0.793], [-4.301, 1.584, 3.305], [-2.782, 0.889, 3.876], [-3.851, -0.050, 2.809], [-2.386, 4.152, 1.910], [-0.925, 3.444, 1.214], [-1.272, 3.265, 2.946], [3.999, 1.117, -2.431], [4.103, 2.169, -1.002], [4.134, 2.864, -2.626], [1.772, 1.468, -4.411], [1.247, 3.139, -4.269], [0.150, 1.842, -3.806], [1.468, 3.863, -0.190], [0.076, 3.742, -1.292], [1.484, 4.698, -1.739], [3.564, -2.861, -0.516], [4.230, -4.262, -2.388], [3.393, -3.793, -4.670], [1.827, -1.918, -5.046], [1.210, -0.444, -3.208], [4.484, -1.483, 0.485], [6.112, -0.511, 2.017], [5.665, 1.657, 3.110], [3.577, 2.891, 2.624], [1.905, 1.918, 1.103], [-3.368, -0.822, 0.183], [-5.046, -2.557, -0.175], [-4.766, -4.789, 0.847], [-2.724, -5.312, 2.144], [-0.985, -3.618, 2.451], [0.578, 1.373, 2.662], [1.173, 1.940, 4.980], [0.625, 0.367, 6.810], [-0.564, -1.740, 6.326], [-1.187, -2.313, 4.032], [-3.279, -0.957, -4.711], [-3.242, 0.420, -4.463], [-2.527, 0.907, -3.395], [-1.834, 0.015, -2.560], [-1.880, -1.381, -2.818], [-2.601, -1.859, -3.892], [-3.843, -1.331, -5.558], [-3.779, 1.105, -5.105], [-2.505, 1.975, -3.210], [-1.359, -2.092, -2.187], [-2.638, -2.921, -4.094]],
  "forces_ev_per_a": [[1.7, -0.9, 1.6], [-0.2, -0.1, 0.0], [0.0, 0.4, -0.4], [0.0, -0.2, 0.2], [0.1, 0.1, 0.1], [-0.4, -0.3, -0.6], [-0.8, -0.5, 0.0], [-0.8, 1.9, -0.6], [0.1, -0.5, -0.8], [-0.6, -0.3, -0.6], [-0.3, 0.2, -0.1], [0.3, -0.1, 0.1], [0.0, -0.1, -0.2], [0.1, 0.1, 0.2], [0.1, 0.0, 0.1], [-0.1, 0.0, 0.0], [0.0, 0.0, 0.0], [0.0, 0.0, 0.0], [0.0, -0.1, 0.0], [0.2, 0.0, 0.0], [-0.2, 0.1, 0.3], [-0.1, 0.1, 0.1], [0.0, 0.0, 0.0], [0.0, 0.0, 0.0], [0.0, 0.0, 0.0], [0.1, 0.0, 0.0], [0.0, 0.0, 0.1], [-0.1, 0.0, 0.2], [0.0, -0.1, 0.0], [0.0, 0.0, 0.0], [0.0, 0.0, 0.0], [0.1, 0.0, -0.1], [0.4, 0.1, -0.1], [-0.1, -0.1, 0.1], [0.0, 0.0, 0.0], [0.0, 0.0, 0.0], [0.0, 0.0, 0.0], [0.0, 0.1, -0.1], [0.0, 0.0, 0.0], [0.0, 0.0, 0.0], [0.0, 0.1, -0.1], [0.0, -0.1, 0.0], [0.0, 0.0, 0.0], [0.0, 0.0, 0.0], [0.0, 0.0, 0.0], [0.0, 0.1, 0.0], [0.0, 0.0, 0.0], [0.0, 0.0, 0.0], [0.0, 0.0, 0.0], [0.0, 0.0, 0.0], [0.0, 0.0, 0.0], [0.0, 0.0, 0.0], [0.0, 0.0, 0.0], [0.0, 0.0, 0.0], [-0.1, 0.1, 0.0], [0.0, 0.0, 0.0], [0.0, 0.0, 0.0], [0.0, 0.0, 0.0], [0.0, 0.0, 0.0], [0.0, 0.0, 0.0], [-0.1, 0.1, 0.0], [0.0, -0.1, 0.0], [0.0, 0.0, 0.0], [0.0, 0.0, 0.0], [0.0, 0.0, 0.0], [0.0, 0.0, 0.0], [0.0, 0.1, 0.0], [0.0, 0.0, 0.0], [0.0, 0.0, 0.0], [0.0, 0.0, 0.0], [0.0, 0.0, 0.0], [0.0, 0.0, 0.0], [0.0, 0.0, 0.0], [0.0, 0.0, 0.0], [0.0, 0.0, 0.0], [0.0, 0.0, 0.0], [0.0, 0.1, 0.0], [-0.1, -0.2, -0.2], [0.1, 0.2, 0.2], [0.5, -0.4, 0.8], [-0.1, 0.2, -0.1], [-0.1, 0.0, -0.2], [0.0, 0.0, 0.0], [0.0, 0.0, 0.0], [0.0, 0.0, 0.0], [0.1, -0.1, 0.1], [0.0, 0.0, 0.0]],
  "nbo_charge": [1.9110, -1.1474, 1.8247, -1.1723, -1.1501, -1.2804, 1.7485, -1.0338, 1.7369, -1.2661, 1.8303, -1.1737, -1.1641, -1.1487, -0.3613, -0.1856, -0.1748, -0.1407, -0.1777, -0.2324, -0.3975, -0.1580, -0.1845, -0.1235, -0.1962, -0.2040, -0.4712, -0.2182, -0.1767, -0.1430, -0.1892, -0.1187, -0.3924, -0.2027, -0.1905, -0.1230, -0.1876, -0.1634, 0.2896, 0.2621, 0.2200, 0.2925, 0.2657, 0.2665, 0.2839, 0.2377, 0.2641, 0.2671, 0.2636, 0.2933, 0.2675, 0.2881, 0.2380, 0.2506, 0.2354, 0.2905, 0.2239, 0.2530, 0.2535, 0.2429, 0.2108, 0.2352, 0.2569, 0.2550, 0.2448, 0.2127, 0.2156, 0.2439, 0.2534, 0.2528, 0.2236, 0.2169, 0.2439, 0.2545, 0.2563, 0.2406, -0.0819, -0.1916, -0.1593, -0.4086, -0.1903, -0.1897, 0.2577, 0.2598, 0.2332, 0.2470, 0.2547],
  "total_charge": 3,
  "orbital_gap_ev": 6.22,
  "lumo_ev": -10.9,
  "e_tot_ha": -2873.12470,
  "spin_multiplicity": 1
}



{
  "formula": "C6H12O",
  "method": "the ωB97M-V functional and the def2-TZVPD basis",
  "symbols": ["C", "C", "C", "C", "C", "O", "C", "H", "H", "H", "H", "H", "H", "H", "H", "H", "H", "H", "H"],
  "xyz": [[-1.273, -1.683, -1.056], [-0.285, -1.586, -0.170], [1.098, -1.073, -0.473], [1.625, -0.049, 0.540], [0.816, 1.239, 0.585], [-0.478, 0.970, 1.082], [-1.514, 1.572, 0.349], [-2.247, -2.081, -0.779], [-1.150, -1.363, -2.089], [-0.457, -1.909, 0.858], [1.793, -1.925, -0.487], [1.115, -0.641, -1.484], [2.665, 0.203, 0.294], [1.638, -0.490, 1.546], [1.311, 1.980, 1.232], [0.759, 1.673, -0.425], [-2.457, 1.194, 0.754], [-1.497, 2.670, 0.439], [-1.461, 1.299, -0.716]],
  "forces_ev_per_a": [[0.1, 0.0, 0.1], [-0.1, -0.1, -0.1], [0.0, 0.0, 0.0], [0.0, 0.0, 0.1], [0.3, 0.0, -0.1], [0.0, 0.0, 0.1], [-0.2, 0.1, -0.1], [0.2, 0.0, 0.0], [0.0, 0.0, 0.2], [0.0, 0.0, -0.2], [-0.1, 0.1, 0.0], [0.0, -0.1, 0.2], [-0.1, 0.0, 0.0], [0.0, 0.0, -0.1], [-0.1, -0.1, -0.1], [0.0, -0.1, 0.1], [0.1, 0.1, -0.1], [0.0, -0.2, 0.0], [0.0, 0.0, 0.2]],
  "nbo_charge": [-0.4269, -0.1482, -0.4435, -0.4081, -0.0609, -0.5504, -0.2439, 0.1993, 0.1866, 0.1980, 0.2183, 0.1999, 0.2084, 0.2062, 0.1753, 0.1634, 0.1939, 0.1643, 0.1682],
  "e_above_lowest_kcal_mol": 34.6,
  "total_charge": 0,
  "orbital_gap_ev": 10.35,
  "lumo_ev": 1.2,
  "smiles": "C=CCCCOC",
  "e_tot_ha": -311.00418,
  "spin_multiplicity": 1
}



Summary of E_HOMO in eV
-8.0118, -7.8251, -17.1556, -9.1771
(order as listed above)